#1
DFT (ωB97M-V/def2-TZVPD) results for a structure of composition C5H6BrN.

Output
Kohn-Sham gap ... 9.884 eV
Spin multiplicity ... 1
E_HOMO ... -9.23 eV

```
13
C5H6BrN ωB97M-V/def2-TZVPD
C 0.16 1.86 0.36
C -0.75 1.03 -0.25
C -0.08 -0.74 -0.45
C -1.14 -0.22 0.40
C 1.33 -0.84 0.00
N 0.99 2.47 0.84
Br -3.01 -0.64 0.01
H -1.24 1.34 -1.10
H -0.19 -1.23 -1.41
H -0.96 -0.31 1.43
H 1.46 -1.94 0.09
H 1.47 -0.20 0.87
H 1.96 -0.60 -0.78
```



#2
DFT (ωB97M-V/def2-TZVPD) results for a cluster of 2 separate species, C5H6BrN in total.

Output
Kohn-Sham gap (alpha / beta) ... 7.610 / 9.508 eV
Spin multiplicity ... 1
E_HOMO (alpha / beta) ... -8.62 / -9.88 eV

```
13
C5H6BrN ωB97M-V/def2-TZVPD
C -3.21 -1.29 0.17
C -2.09 -0.60 0.68
C 1.57 0.00 -0.39
C -0.91 -0.63 0.06
C 1.92 1.53 -0.05
N -4.15 -1.89 -0.11
Br 2.67 -1.27 0.31
H -2.21 -0.08 1.70
H 1.08 -0.29 -1.29
H -0.78 -1.07 -1.00
H 1.10 2.01 0.36
H 2.22 1.99 -0.99
H 2.78 1.60 0.56
```



#3
DFT (ωB97M-V/def2-TZVPD) results for a structure of composition C5H6BrN.

Output
Kohn-Sham gap ... 10.555 eV
Spin multiplicity ... 1
E_HOMO ... -10.23 eV

```
13
C5H6BrN ωB97M-V/def2-TZVPD
C -1.12 -1.13 -1.96
C 0.12 -0.14 1.65
C 1.32 -0.24 0.74
C 0.14 0.70 0.43
C -0.69 0.16 -1.26
N -1.48 -2.01 -2.56
Br 0.24 2.64 0.47
H -0.58 -1.00 1.74
H 0.26 0.58 2.54
H 2.27 0.12 1.00
H 1.29 -1.16 0.28
H -1.73 0.69 -1.18
H -0.04 0.79 -1.92
```



If we sort the structures by their calculated energies, the order from most to least stable is #1, #3, #2.



#1
DFT (ωB97M-V/def2-TZVPD) results for the molecule C5H4N2O2.

Output
Kohn-Sham gap ... 8.940 eV
SMILES ... On1ccc2cnoc21
Spin multiplicity ... 1
E_HOMO ... -8.60 eV

```
13
C5H4N2O2 ωB97M-V/def2-TZVPD
O 2.15 0.97 1.01
N 1.05 0.69 0.04
C 1.09 0.14 -1.28
C -0.10 -0.66 -1.44
C -0.78 -0.68 -0.22
C -1.86 -0.92 0.61
N -1.82 -0.28 1.78
O -0.71 0.58 1.76
C -0.05 0.16 0.66
H 2.12 1.99 1.01
H 1.98 0.41 -1.92
H -0.50 -0.72 -2.54
H -2.58 -1.70 0.53
```



#2
DFT (ωB97M-V/def2-TZVPD) results for the molecule C5H4N2O2.

Output
Kohn-Sham gap (alpha / beta) ... 7.808 / 7.808 eV
Spin multiplicity ... 1
E_HOMO (alpha / beta) ... -8.32 / -8.33 eV

```
13
C5H4N2O2 ωB97M-V/def2-TZVPD
C -0.20 1.29 -0.15
C 0.61 0.17 0.05
C -1.76 -1.52 -0.01
C -1.37 1.60 -0.50
C 1.96 0.33 0.69
N 0.25 -1.07 0.01
N -0.83 -1.33 -0.81
O -2.44 2.08 -0.71
O -2.51 -1.72 0.80
H 2.74 0.74 -0.02
H 2.00 1.03 1.59
H 2.44 -0.65 0.86
H -0.89 -0.95 -1.80
```



If we sort the structures by their calculated energies, the order from most to least stable is #2, #1.



#1
DFT (ωB97M-V/def2-TZVPD) results for a structure of composition C4H11NORb.

Output
Kohn-Sham gap ... 10.141 eV
Net charge ... +1
Spin multiplicity ... 1
E_HOMO ... -13.65 eV

```
18
C4H11NORb ωB97M-V/def2-TZVPD
Rb 0.56 2.64 -1.88
C -1.25 -1.77 -0.56
C -0.57 -0.41 -0.66
C 0.22 -0.09 0.60
O 0.38 1.33 0.69
C 1.00 1.72 1.90
N 0.33 -0.33 -1.86
H -1.88 -1.94 -1.44
H -1.92 -1.83 0.30
H -0.52 -2.58 -0.49
H -1.29 0.40 -0.76
H 1.20 -0.59 0.61
H -0.36 -0.43 1.46
H 1.17 2.79 1.87
H 1.96 1.20 2.05
H 0.36 1.49 2.76
H -0.27 -0.42 -2.68
H 0.86 -1.19 -1.89
```



#2
DFT (ωB97M-V/def2-TZVPD) results for a structure of composition C4H11NORb.

Output
Kohn-Sham gap ... 8.792 eV
Net charge ... +1
Spin multiplicity ... 1
E_HOMO ... -12.56 eV

```
18
C4H11NORb ωB97M-V/def2-TZVPD
Rb -31.52 0.33 -21.43
C -33.39 -0.45 -24.76
C -33.58 0.96 -25.25
C -32.95 1.98 -24.31
O -33.26 1.77 -22.93
C -34.62 1.95 -22.57
N -32.88 1.12 -26.53
H -33.84 -0.61 -23.78
H -32.31 -0.67 -24.68
H -33.80 -1.15 -25.48
H -34.66 1.15 -25.36
H -33.17 3.01 -24.60
H -31.87 1.88 -24.38
H -34.81 1.55 -21.57
H -35.32 1.47 -23.25
H -34.88 3.01 -22.49
H -33.19 1.96 -27.01
H -33.14 0.36 -27.15
```



If we sort the structures by their calculated energies, the order from most to least stable is #1, #2.



#1
DFT (ωB97M-V/def2-TZVPD) results for the molecule C9H8N2O.

Output
Kohn-Sham gap ... 9.504 eV
SMILES ... C#Cn1ccnc1C#CCOC
Spin multiplicity ... 1
E_HOMO ... -8.92 eV

```
20
C9H8N2O ωB97M-V/def2-TZVPD
C -2.65 -1.82 -1.54
C -1.77 -0.92 -1.68
N -0.85 0.02 -1.89
C -0.97 1.12 -2.72
C 0.10 1.85 -2.49
N 0.97 1.31 -1.53
C 0.32 0.26 -1.15
C 0.63 -0.44 0.03
C 0.99 -0.78 1.13
C 1.58 -1.02 2.50
O 0.79 -0.70 3.60
C 0.45 0.70 3.72
H -3.64 -2.25 -1.64
H -1.91 1.28 -3.26
H 0.46 2.81 -2.95
H 2.00 -2.06 2.53
H 2.51 -0.44 2.44
H 0.34 1.12 2.73
H -0.40 0.84 4.31
H 1.35 1.23 4.18
```



#2
DFT (ωB97M-V/def2-TZVPD) results for the molecule C9H8N2O.

Output
Kohn-Sham gap ... 10.604 eV
SMILES ... C=C(C#N)[C@@H](O)c1ccccn1
Spin multiplicity ... 1
E_HOMO ... -10.00 eV

```
20
C9H8N2O ωB97M-V/def2-TZVPD
C -3.02 -0.44 -0.75
C -2.07 0.15 -0.09
C -1.81 1.63 -0.21
N -1.62 2.77 -0.31
C -1.06 -0.64 0.81
O -1.29 -2.03 0.74
C 0.42 -0.29 0.43
C 1.04 0.81 1.03
C 2.27 1.12 0.52
C 2.93 0.30 -0.46
C 2.21 -0.83 -0.83
N 0.97 -1.06 -0.50
H -3.71 0.04 -1.36
H -3.10 -1.49 -0.71
H -1.21 -0.24 1.81
H -0.66 -2.35 0.00
H 0.47 1.47 1.70
H 2.77 2.10 0.80
H 3.91 0.50 -0.99
H 2.56 -1.50 -1.63
```



If we sort the structures by their calculated energies, the order from most to least stable is #2, #1.



#1
DFT (ωB97M-V/def2-TZVPD) results for a cluster of 12 separate species, C6H37NO12 in total.

Output
Kohn-Sham gap ... 10.016 eV
SMILES ... CC(C)CNCCO.O.O.O.O.O.O.O.O.O.O.O
Spin multiplicity ... 1
E_HOMO ... -9.76 eV

```
56
C6H37NO12 ωB97M-V/def2-TZVPD
C -1.44 -3.25 0.74
C -1.24 -2.04 -0.17
C -2.47 -1.14 -0.09
C 0.03 -1.26 0.22
N 0.59 -0.53 -0.93
C 1.99 -0.90 -1.28
C 2.95 0.28 -1.23
O 3.02 0.88 0.06
H -1.45 -3.00 1.80
H -0.63 -3.97 0.59
H -2.39 -3.74 0.53
H -1.12 -2.38 -1.21
H -2.33 -0.25 -0.73
H -2.61 -0.75 0.92
H -3.40 -1.67 -0.37
H -0.20 -0.56 1.03
H 0.75 -1.97 0.63
H 0.57 0.48 -0.78
H 2.36 -1.71 -0.62
H 1.91 -1.34 -2.28
H 2.70 1.03 -1.98
H 3.98 -0.07 -1.42
H 2.26 1.51 0.20
O -1.11 -0.40 -3.20
H -1.49 -1.24 -3.50
H -0.50 -0.61 -2.44
O -2.11 1.59 2.11
H -2.05 1.82 1.17
H -1.20 1.62 2.45
O 3.02 -3.32 1.68
H 2.24 -3.61 1.21
H 2.90 -2.38 1.95
O -1.57 2.67 -0.35
H -1.99 2.25 -1.18
H -1.95 3.55 -0.28
O 0.69 0.91 3.24
H 1.33 0.25 2.89
H 0.06 0.36 3.77
O 2.67 -0.64 2.22
H 2.79 -0.15 1.36
H 3.43 -0.38 2.76
O -0.45 2.09 -4.16
H -0.54 1.13 -4.02
H 0.17 2.38 -3.46
O 0.77 2.62 -1.82
H 1.40 3.30 -1.58
H -0.07 2.73 -1.31
O -1.44 -0.48 4.30
H -1.66 -1.36 3.99
H -1.96 0.11 3.72
O 0.93 2.35 0.93
H 0.02 2.46 0.57
H 0.86 1.95 1.83
O -2.59 1.75 -2.53
H -2.15 2.20 -3.28
H -2.28 0.82 -2.66
```



#2
DFT (ωB97M-V/def2-TZVPD) results for a cluster of 12 separate species, C6H37NO12 in total.

Output
Kohn-Sham gap ... 9.452 eV
SMILES ... CC(C)[C@H](C)NCO.O.O.O.O.O.O.O.O.O.O.O
Spin multiplicity ... 1
E_HOMO ... -9.51 eV

```
56
C6H37NO12 ωB97M-V/def2-TZVPD
C -2.18 0.11 3.04
C -0.92 -0.80 2.99
C 0.31 0.08 3.25
C -0.88 -1.57 1.67
C -0.03 -2.83 1.89
N -0.37 -0.99 0.40
C -1.14 0.07 -0.21
O -2.32 -0.48 -0.79
H -2.12 0.90 2.29
H -3.04 -0.45 2.66
H -2.49 0.62 3.95
H -1.04 -1.47 3.84
H 1.14 -0.60 3.46
H 0.06 0.75 4.07
H 0.64 0.80 2.50
H -1.89 -1.90 1.42
H -0.39 -3.34 2.79
H 0.10 -3.55 1.09
H 0.90 -2.43 2.32
H -0.28 -1.77 -0.24
H -1.53 0.71 0.58
H -0.61 0.64 -0.97
H -2.17 -0.75 -1.70
O -3.74 2.79 0.07
H -3.19 2.22 -0.46
H -4.45 3.06 -0.52
O 4.38 0.79 2.20
H 3.86 0.10 1.79
H 5.25 0.50 1.92
O -0.03 2.50 -2.06
H 0.68 3.00 -1.72
H 0.08 2.43 -2.99
O 2.42 -0.60 0.23
H 2.54 -1.41 -0.27
H 1.48 -0.36 0.33
O 1.26 -3.71 -2.08
H 1.17 -4.50 -2.59
H 0.56 -3.21 -2.56
O 0.09 2.71 0.93
H -0.02 1.76 1.01
H 0.87 2.92 1.39
O 2.91 1.95 -0.02
H 3.35 1.30 0.54
H 2.31 1.31 -0.41
O -4.77 -1.20 0.03
H -3.91 -1.32 -0.40
H -4.75 -0.34 0.44
O 3.23 1.99 -2.80
H 3.27 2.94 -2.64
H 3.24 1.69 -1.87
O -0.66 -1.95 -2.74
H -1.38 -1.86 -3.38
H -0.08 -1.18 -2.99
O 0.82 0.12 -3.56
H 1.33 0.66 -2.94
H 1.55 -0.28 -4.05
```



If we sort the structures by their calculated energies, the order from most to least stable is #1, #2.



#1
DFT (ωB97M-V/def2-TZVPD) results for a cluster of 12 separate species, C6H37NO12 in total.

Output
Kohn-Sham gap ... 9.052 eV
SMILES ... CCN[C@@H](C)[C@@H](C)O.O.O.O.O.O.O.O.O.O.O.O
Spin multiplicity ... 1
E_HOMO ... -9.13 eV

```
56
C6H37NO12 ωB97M-V/def2-TZVPD
C -2.19 -2.18 1.92
C -2.59 -1.05 0.96
N -1.57 -0.15 0.41
C -0.70 -0.68 -0.65
C -0.70 0.40 -1.78
C 0.75 -0.81 -0.10
C 1.69 -1.53 -1.06
O 1.38 0.44 0.08
H -2.06 -3.10 1.32
H -1.39 -1.99 2.60
H -3.07 -2.41 2.53
H -3.44 -0.39 1.28
H -3.00 -1.42 -0.01
H -0.96 0.36 1.03
H -1.07 -1.62 -1.10
H -1.64 0.92 -1.72
H -0.56 -0.08 -2.76
H 0.01 1.17 -1.47
H 0.63 -1.44 0.81
H 1.30 -2.47 -1.42
H 2.67 -1.85 -0.70
H 1.80 -0.79 -1.88
H 1.54 0.62 1.02
O -1.43 3.11 -2.67
H -1.49 3.54 -1.82
H -0.58 2.92 -3.08
O 3.32 1.93 1.06
H 2.91 1.54 0.28
H 4.03 1.44 1.46
O 0.29 0.86 3.78
H 0.04 1.65 3.25
H 1.16 1.04 4.14
O 0.76 2.95 2.00
H 1.63 2.60 1.74
H 0.78 3.46 2.80
O 0.38 -3.87 0.73
H 0.46 -4.07 -0.21
H 0.01 -2.98 0.72
O -1.73 -2.17 -3.94
H -2.36 -1.43 -3.91
H -1.60 -2.31 -3.00
O -3.52 0.02 -3.20
H -3.22 -0.33 -2.36
H -2.90 0.72 -3.48
O 1.42 2.29 -3.00
H 2.36 2.18 -3.21
H 1.50 3.11 -2.48
O -1.91 2.94 0.99
H -1.99 2.11 0.51
H -0.95 2.98 1.16
O 2.31 -0.40 2.52
H 1.40 -0.19 2.83
H 2.36 -1.37 2.62
O 2.91 -3.16 1.71
H 1.98 -3.44 1.78
H 2.80 -2.42 1.10
```



#2
DFT (ωB97M-V/def2-TZVPD) results for a cluster of 13 separate species, C6H37NO12 in total.

Output
Kohn-Sham gap ... 10.021 eV
Spin multiplicity ... 1
E_HOMO ... -9.53 eV

```
56
C6H37NO12 ωB97M-V/def2-TZVPD
C 0.52 -4.14 0.88
N 0.91 -2.80 0.42
C 1.84 -2.84 -0.76
C 2.35 -1.41 -1.01
C 3.47 -1.02 -0.10
C 4.56 -0.36 -0.51
C 1.14 -3.37 -2.02
H 1.46 -4.74 1.11
H -0.06 -4.03 1.82
H -0.09 -4.74 0.20
H 0.07 -2.25 0.18
H 2.69 -3.51 -0.45
H 2.65 -1.31 -2.12
H 1.47 -0.69 -0.95
H 3.38 -1.33 0.94
H 5.40 -0.12 0.13
H 4.78 -0.02 -1.48
H 0.35 -2.70 -2.30
H 0.74 -4.35 -1.85
H 1.78 -3.49 -2.82
H 1.54 -1.76 3.46
H 1.65 -2.01 1.85
O 1.81 -1.34 2.64
H 1.49 4.89 -0.06
H 1.38 3.41 0.41
O 1.11 4.33 0.66
H -1.90 2.66 1.48
H -1.25 1.24 1.73
O -2.09 1.72 1.83
H -0.26 -0.24 0.66
H 0.71 -0.31 1.93
O 0.13 0.29 1.39
H -4.04 1.43 -1.15
H -4.99 2.67 -1.31
O -4.34 2.15 -1.71
H 0.68 1.47 -1.49
H -0.72 1.81 -2.07
O -0.03 1.17 -2.06
H -1.89 3.73 -2.58
H -2.79 2.71 -1.79
O -1.85 3.13 -1.85
H -0.59 4.19 0.73
H -1.70 3.82 -0.23
O -1.55 4.05 0.67
H 2.58 1.46 -0.07
H 1.16 1.24 0.51
O 1.70 1.83 -0.11
H -2.96 0.89 0.62
H -3.94 -0.27 0.52
O -3.40 0.28 -0.03
H -0.73 -0.26 -1.33
H -1.97 -0.59 -0.51
O -1.07 -0.89 -0.69
H -3.33 0.67 2.55
H -3.95 -0.31 3.48
O -4.00 -0.04 2.57
```



If we sort the structures by their calculated energies, the order from most to least stable is #2, #1.



#1
DFT (ωB97M-V/def2-TZVPD) results for the ion C7H12NO with charge +1.

Output
Kohn-Sham gap ... 8.236 eV
Net charge ... +1
SMILES ... CCC(=C=[NH2+])C/C=C/O
Spin multiplicity ... 1
E_HOMO ... -12.53 eV

```
21
C7H12NO ωB97M-V/def2-TZVPD
C 2.83 -0.09 -0.58
C 1.97 0.09 0.67
C 0.44 -0.06 0.23
C -0.13 1.07 0.02
N -0.24 2.28 -0.09
C -0.31 -1.34 0.20
C -1.74 -1.22 0.02
C -2.58 -0.20 -0.14
O -3.89 -0.12 -0.32
H 3.86 -0.18 -0.34
H 2.74 0.63 -1.28
H 2.51 -0.97 -1.05
H 2.10 1.14 0.91
H 2.05 -0.45 1.60
H -0.47 2.86 0.66
H -0.20 2.72 -0.97
H -0.11 -1.74 1.22
H -0.09 -2.08 -0.51
H -2.14 -2.20 0.05
H -2.15 0.79 0.00
H -4.47 -0.93 -0.30
```



#2
DFT (ωB97M-V/def2-TZVPD) results for the ion C7H12NO with charge +1.

Output
Kohn-Sham gap ... 9.579 eV
Net charge ... +1
SMILES ... CC/C=[N+](\O)CC1=CC1
Spin multiplicity ... 1
E_HOMO ... -13.69 eV

```
21
C7H12NO ωB97M-V/def2-TZVPD
C -2.84 -0.72 0.36
C -1.63 -1.30 -0.36
C -0.38 -0.60 -0.21
N 0.85 -0.89 -0.36
O 1.12 -2.22 -0.61
C 2.09 -0.04 -0.34
C 1.78 1.36 -0.06
C 2.10 2.60 -0.02
C 0.81 2.32 0.77
H -3.24 0.20 0.07
H -2.51 -0.42 1.34
H -3.53 -1.49 0.50
H -1.92 -1.21 -1.47
H -1.43 -2.45 -0.07
H -0.63 0.41 0.04
H 0.60 -2.87 -0.18
H 2.55 -0.23 -1.40
H 2.69 -0.78 0.25
H 2.75 3.45 -0.41
H 0.91 2.31 1.77
H -0.15 2.58 0.36
```



If we sort the structures by their calculated energies, the order from most to least stable is #1, #2.